# 1
C4H22N2O7 | ωB97M-V/def2-TZVPD

Summary:
Orbital gap, eV: 9.67
SMILES string: NCNCCC=O.O.O.O.O.O.O
Relative energy (zero: lowest compared OMol25 entry of this formula, charge and spin), kcal per mole: 91.0
DFT total energy, a.u.: -801.73395

The geometry in ORCA input format:
```
! RIJCOSX wB97M-V def2-TZVPD def2/J DEFGRID3
* xyz 0 1
C -0.735 -0.181 0.174
H -1.415 -0.387 4.269
H -1.404 2.262 -2.426
H -2.564 -0.123 1.102
O 2.181 2.490 -1.977
H -0.501 -1.690 2.447
H -0.574 3.466 -2.854
H 1.452 -0.589 -2.816
H -0.507 0.814 0.549
H -1.149 -0.205 -0.828
N -1.527 -0.150 3.294
O -0.810 2.937 -2.084
H 0.016 -0.410 -2.932
H 3.475 0.480 1.176
C -1.498 -1.288 2.336
O 0.817 0.131 -2.975
O 2.739 1.060 0.959
H -2.388 0.367 3.181
H 0.226 2.891 2.192
H 1.079 -3.075 0.228
C 0.784 -2.201 -0.381
H 1.234 2.698 -1.991
H 3.099 1.843 0.521
H -2.493 -2.890 -0.212
H -2.317 -1.968 2.577
H 1.246 -0.288 -0.313
N -1.814 -0.789 1.007
O 0.707 -2.231 -1.585
O 0.905 2.472 2.735
O -2.725 -3.183 -1.108
C 0.617 -0.882 0.351
H -3.133 -2.367 -1.420
H 0.617 1.546 2.673
H 0.854 -0.823 1.404
H 2.277 2.127 -2.865
*
```

Atom charges from the Mulliken analysis, given in e for atoms 1 to 4: atom 1 (C): -0.204, atom 2 (H): 0.204, atom 3 (H): 0.301, atom 4 (H): 0.257

---

# 2
C4H22N2O7 | ωB97M-V/def2-TZVPD

Summary:
Orbital gap, eV: 9.62
SMILES string: CCNC(=O)CN.O.O.O.O.O.O
Relative energy (zero: lowest compared OMol25 entry of this formula, charge and spin), kcal per mole: 63.4
DFT total energy, a.u.: -801.77788

The geometry in ORCA input format:
```
! RIJCOSX wB97M-V def2-TZVPD def2/J DEFGRID3
* xyz 0 1
H -2.265 0.111 -1.079
H -3.243 0.936 1.838
H -1.442 -0.448 0.086
N 0.658 1.279 1.243
H 2.149 -0.697 -1.079
H -1.822 -2.652 1.098
H 0.813 -3.425 -0.101
H -0.975 2.647 -0.387
N 2.831 -0.060 -0.666
H 3.682 -0.569 -0.884
C 1.043 2.275 0.231
H 3.283 0.567 1.317
H 1.294 -3.774 -1.449
C 2.626 -0.154 0.804
O -1.922 -0.715 -0.717
H 2.960 -1.118 1.213
H -0.203 -2.550 -3.420
H -2.721 -1.510 0.947
C 1.225 0.024 1.276
H -3.176 2.431 1.845
H -1.615 3.017 -3.009
O 0.658 -2.269 -3.092
O -2.176 2.297 -2.683
H -0.379 3.888 0.673
H 1.372 1.784 -0.679
H 0.455 -1.651 -2.381
O 1.571 -3.851 -0.525
H -1.453 1.823 -2.244
O 0.593 -0.916 1.733
C -0.082 3.204 -0.125
H 0.202 3.948 -0.884
H 1.920 2.792 0.651
O -2.728 1.659 2.216
H -0.216 1.317 1.757
O -2.419 -2.120 1.637
*
```

Atom charges from the Mulliken analysis, given in e for atoms 1 to 4: atom 1 (H): 0.270, atom 2 (H): 0.302, atom 3 (H): 0.309, atom 4 (N): -0.095

---

# 3
C4H23N2O7 | ωB97M-V/def2-TZVPD

Summary:
Orbital gap, eV: 11.01
Relative energy (zero: lowest compared OMol25 entry of this formula, charge and spin), kcal per mole: 47.3
DFT total energy, a.u.: -802.19646

The geometry in ORCA input format:
```
! RIJCOSX wB97M-V def2-TZVPD def2/J DEFGRID3
* xyz 1 1
H 3.406 -0.954 1.888
H -1.118 1.963 -0.348
H 1.981 -0.093 -0.580
C 2.311 0.551 0.237
H -2.806 -0.748 -0.597
H -3.007 -1.324 2.349
H 0.700 -2.323 -2.252
O -2.051 1.624 1.556
C 1.758 0.141 1.578
H -1.686 1.467 2.420
H 0.703 -2.416 0.237
H -0.843 0.757 -1.307
O 0.718 -3.317 0.573
C 0.790 2.040 -1.126
O 0.140 -1.810 -1.660
H -0.515 -2.411 -1.293
H 2.786 2.629 -0.382
H 0.590 3.050 -1.483
N 2.502 -0.752 2.278
H -0.787 0.434 -4.024
H -0.224 0.847 0.330
O -3.315 -0.082 -1.059
H -1.093 -0.801 -3.281
H -1.492 -1.550 2.838
H 1.658 2.437 0.845
H 2.055 -1.414 2.887
H -0.170 -3.479 0.912
O -2.155 -1.706 2.167
H 1.215 1.540 -2.002
H -2.968 1.831 1.472
O -0.743 0.076 -3.131
C 1.934 2.012 -0.128
H -3.906 -0.515 -1.680
O 0.608 0.387 1.938
H 3.395 0.602 0.406
N -0.369 1.307 -0.580
*
```

Atom charges from the Mulliken analysis, given in e for atoms 1 to 4: atom 1 (H): 0.205, atom 2 (H): 0.468, atom 3 (H): 0.211, atom 4 (C): -0.619

---

# 4
C4H23NO7 | ωB97M-V/def2-TZVPD

Summary:
Orbital gap, eV: 8.61
Relative energy (zero: lowest compared OMol25 entry of this formula, charge and spin), kcal per mole: 321.8
DFT total energy, a.u.: -747.14262

The geometry in ORCA input format:
```
! RIJCOSX wB97M-V def2-TZVPD def2/J DEFGRID3
* xyz 0 1
H -0.702 2.875 0.412
C 3.050 -1.502 0.693
H 5.169 -1.812 0.451
H 4.811 -0.574 1.601
H -1.009 2.171 -3.073
H -2.126 0.509 -1.637
O 0.678 -1.109 1.433
H -2.106 -0.226 -2.960
O -1.675 0.529 -0.678
O -1.880 -1.273 0.294
H -0.461 0.473 2.333
H 1.675 -1.960 -0.585
C 2.010 -0.561 1.396
H 2.510 -0.239 2.309
C 4.456 -1.017 0.671
O -0.368 1.982 0.504
H -4.015 1.049 -0.708
H -1.384 -0.626 1.424
H 4.617 -0.199 -0.031
O -2.448 0.561 -2.536
O -3.563 1.162 0.128
H -3.907 1.984 0.478
H -1.898 1.521 -2.035
H 1.968 0.312 0.744
N 2.680 -1.883 -0.637
O -1.483 2.353 -2.262
H 3.119 -2.438 1.247
H -1.058 1.429 0.139
H -2.473 0.974 -0.393
H -1.817 -2.055 0.842
H -2.689 -1.392 -0.202
H 2.698 -1.047 -1.203
H -1.711 -0.326 -0.248
C -0.393 -0.172 1.456
H -0.275 0.528 0.629
*
```

Atom charges from the Mulliken analysis, given in e for atoms 1 to 4: atom 1 (H): 0.269, atom 2 (C): 0.516, atom 3 (H): 0.343, atom 4 (H): 0.369